[1]
{"formula": "C5H7ClN2O", "method": "ωB97M-V with the def2-TZVPD basis set", "elements": ["C", "H", "Cl", "C", "H", "O", "N", "C", "H", "H", "N", "H", "C", "C", "H", "H"], "coordinates": [[-0.68, 0.71, 0.21], [1.75, 1.13, -0.40], [-2.23, 0.79, 1.31], [2.87, -1.56, 2.04], [-1.22, -1.93, 0.95], [1.40, 1.98, -0.15], [2.59, -0.72, 1.31], [0.25, 1.70, 0.68], [2.98, -2.18, 2.88], [-0.30, 2.61, 0.66], [-0.55, -0.10, -0.66], [0.52, 1.18, 1.62], [-1.43, -1.13, -0.94], [-1.71, -2.04, -0.04], [-2.45, -2.74, -0.07], [-1.89, -0.91, -1.94]], "nbo_charge": [0.39, 0.48, -0.19, 0.10, 0.20, -0.69, -0.33, -0.16, 0.23, 0.22, -0.44, 0.21, -0.03, -0.42, 0.21, 0.21], "homo_energy_ev": -9.33, "homo_lumo_gap_ev": 10.06}

***

[2]
{"formula": "C5H7ClN2O", "method": "ωB97M-V with the def2-TZVPD basis set", "elements": ["H", "N", "H", "C", "H", "C", "N", "H", "O", "C", "H", "H", "C", "Cl", "H", "C"], "coordinates": [[-1.52, -1.09, -2.02], [1.54, 0.71, 0.69], [-0.16, 0.87, 1.95], [-0.53, -0.99, -1.59], [2.83, 1.72, 1.35], [-0.67, 1.08, -0.37], [1.94, 1.46, 1.56], [-0.78, -2.65, -0.38], [-0.23, 0.38, -1.57], [-0.51, -1.59, -0.27], [-0.14, -1.64, 1.79], [0.21, -1.47, -2.21], [0.08, 0.45, 0.89], [-0.20, 2.79, -0.62], [-1.71, 1.02, -0.04], [-0.15, -1.04, 0.86]], "nbo_charge": [0.18, -0.10, 0.23, -0.11, 0.31, 0.10, -0.33, 0.21, -0.52, -0.19, 0.23, 0.21, -0.19, -0.03, 0.20, -0.22], "homo_energy_ev": -9.13, "homo_lumo_gap_ev": 10.02}

***

[3]
{"formula": "C5H7ClNO4P", "method": "ωB97M-V with the def2-TZVPD basis set", "elements": ["H", "C", "P", "H", "C", "C", "C", "O", "H", "Cl", "O", "O", "H", "H", "H", "O", "C", "H", "N"], "coordinates": [[0.63, -1.42, -0.10], [-0.81, 0.20, -0.15], [-0.17, -0.38, -3.11], [1.20, 1.30, -4.12], [-0.38, -1.23, 0.29], [-0.94, 0.36, 2.08], [-1.12, 0.65, -1.86], [1.03, -1.01, -2.46], [-0.99, -2.11, -0.02], [8.65, 4.37, 7.16], [-2.01, 1.40, -2.00], [-1.13, -1.23, -3.82], [-0.34, 1.06, 2.60], [-1.93, 0.26, 2.47], [-0.98, -1.82, 2.43], [0.36, 0.86, -4.26], [-0.45, -1.03, 1.85], [0.55, -1.22, 2.27], [-1.18, 1.01, 0.75]], "nbo_charge": [0.26, 0.21, 2.25, 0.48, -0.50, -0.26, 0.26, -1.16, 0.22, -1.00, -0.51, -1.13, 0.20, 0.18, 0.20, -1.04, -0.44, 0.20, -0.42], "homo_energy_ev": -2.34, "total_charge": -2, "homo_lumo_gap_ev": 7.06}

***

[4]
{"formula": "C5H7ClO", "method": "ωB97M-V with the def2-TZVPD basis set", "elements": ["H", "H", "C", "H", "C", "O", "C", "H", "H", "H", "C", "C", "Cl", "H"], "coordinates": [[-0.03, 0.70, 1.14], [-1.09, -1.54, -1.52], [1.90, 0.81, 0.27], [-2.17, 0.58, -1.62], [0.83, -0.06, 0.96], [2.01, 2.01, 0.07], [-0.75, -0.84, -0.73], [1.24, -0.49, 1.87], [-0.99, 1.29, -0.53], [2.66, 0.09, 0.11], [-1.60, 0.42, -0.80], [0.17, -1.13, 0.15], [-2.74, 0.36, 0.54], [0.56, -2.19, 0.09]], "nbo_charge": [0.23, 0.21, 0.47, 0.22, -0.56, -0.50, -0.18, 0.24, 0.22, 0.09, -0.41, -0.18, -0.06, 0.22], "homo_energy_ev": -9.67, "homo_lumo_gap_ev": 10.38}

***

[5]
{"formula": "C5H7ClO", "method": "ωB97M-V with the def2-TZVPD basis set", "elements": ["H", "C", "C", "H", "H", "C", "H", "C", "O", "H", "C", "H", "H", "Cl"], "coordinates": [[2.06, 1.64, -0.05], [0.18, -0.15, 0.47], [1.70, 1.02, -0.88], [-2.52, -1.78, 0.58], [-1.27, 0.03, -1.24], [-1.59, -1.26, 0.52], [0.13, -2.26, 1.50], [-0.36, -1.47, 0.97], [1.25, -0.24, -0.42], [2.52, 0.81, -1.57], [-1.25, 0.04, -0.15], [0.38, 0.58, 1.27], [0.91, 1.56, -1.40], [-2.15, 1.47, 0.39]], "mulliken_spin": [0.00, 0.06, 0.01, 0.01, 0.04, 0.88, 0.00, 0.83, 0.02, 0.00, 0.01, 0.06, 0.00, 0.07], "multiplicity": 3, "homo_energy_ev": [-5.69, -9.95], "s_squared": 2.01, "homo_lumo_gap_ev": [6.74, 7.29]}

***

[6]
{"formula": "C5H7ClO", "method": "ωB97M-V with the def2-TZVPD basis set", "elements": ["C", "C", "H", "H", "Cl", "C", "O", "C", "H", "H", "C", "H", "H", "H"], "coordinates": [[0.98, -1.10, 1.24], [0.07, 1.86, -0.57], [1.09, 2.30, -0.52], [0.17, -0.95, 2.01], [-2.01, 0.03, 1.27], [0.27, 0.43, -0.32], [1.13, 0.14, 0.66], [-1.18, -1.15, -1.76], [-0.54, 1.97, -1.48], [0.64, -1.83, 0.57], [-0.34, -0.48, -1.15], [-0.40, 2.30, 0.34], [1.94, -1.55, 1.74], [-1.83, -1.97, -2.02]], "mulliken_spin": [0.00, -0.02, 0.03, 0.00, 0.90, 0.53, 0.08, 0.49, 0.00, 0.01, -0.05, 0.03, 0.00, 0.00], "multiplicity": 3, "homo_energy_ev": [-7.01, -10.40], "s_squared": 2.02, "homo_lumo_gap_ev": [7.95, 6.79]}

***

[7]
{"formula": "C5H7ClOS", "method": "ωB97M-V with the def2-TZVPD basis set", "elements": ["C", "H", "H", "H", "C", "C", "C", "O", "S", "H", "H", "C", "H", "Cl", "H"], "coordinates": [[0.18, 2.18, 1.77], [1.28, 2.17, 2.12], [-0.46, -1.77, -1.87], [-0.06, 3.20, 1.34], [1.81, -1.46, -0.49], [-0.67, -1.24, -0.91], [0.37, 1.44, 0.57], [0.57, 0.10, 0.89], [0.43, 2.35, -0.80], [-1.08, -0.20, -1.37], [-0.36, 1.45, 2.65], [0.68, -0.85, -0.19], [1.90, -2.24, -1.36], [-1.73, -2.35, -0.03], [2.63, -1.38, 0.22]], "nbo_charge": [-0.73, 0.26, 0.23, 0.28, -0.41, -0.47, 0.24, -0.52, -0.09, 0.25, 0.25, 0.28, 0.23, -0.02, 0.22], "homo_energy_ev": -8.98, "homo_lumo_gap_ev": 9.14}

***

[8]
{"formula": "C5H7ClOS", "method": "ωB97M-V with the def2-TZVPD basis set", "elements": ["H", "C", "H", "H", "H", "C", "C", "C", "H", "H", "S", "Cl", "C", "O", "H"], "coordinates": [[2.04, -1.50, -0.21], [0.48, -0.06, -0.96], [0.14, -0.44, 1.28], [-0.58, 1.69, 1.86], [1.66, -1.69, -1.94], [-0.19, 0.17, 0.54], [1.18, -1.42, -0.87], [0.08, 1.55, 0.95], [1.21, 1.61, 1.29], [-0.17, 2.32, 0.13], [-2.12, -1.68, 0.47], [-2.66, 1.13, -0.22], [-1.56, -0.17, 0.34], [0.26, 0.65, -1.88], [0.23, -2.15, -0.78]], "nbo_charge": [0.25, 0.66, 0.24, 0.22, 0.23, -0.48, -0.76, -0.61, 0.22, 0.25, 0.08, 0.01, -0.09, -0.49, 0.27], "homo_energy_ev": -9.24, "homo_lumo_gap_ev": 8.48}

***

[9]
{"formula": "C5H7F", "method": "ωB97M-V with the def2-TZVPD basis set", "elements": ["H", "C", "C", "C", "F", "H", "H", "C", "C", "H", "H", "H", "H"], "coordinates": [[1.35, -0.44, -1.33], [-1.19, -0.26, -0.23], [1.24, 0.48, -0.70], [-0.16, 0.70, -0.27], [-0.47, 1.89, 0.22], [1.64, 1.33, -1.26], [1.83, -0.82, 1.11], [-2.45, -0.05, 0.12], [1.92, 0.18, 0.62], [-0.82, -1.19, -0.37], [-3.17, -0.95, 0.11], [2.27, 1.14, 1.15], [-2.73, 1.00, 0.36]], "nbo_charge": [0.22, -0.33, -0.55, 0.45, -0.33, 0.23, 0.20, -0.38, -0.33, 0.20, 0.21, 0.19, 0.21], "homo_energy_ev": [-7.29, -8.24], "homo_lumo_gap_ev": [7.55, 8.45]}

***

[10]
{"formula": "C5H7F", "method": "ωB97M-V with the def2-TZVPD basis set", "elements": ["H", "C", "H", "H", "C", "F", "H", "C", "C", "C", "H", "H", "H"], "coordinates": [[0.23, 2.10, -0.05], [-0.72, -1.26, -0.01], [-0.08, -1.58, -0.83], [-0.27, -1.59, 0.93], [0.39, 1.03, -0.01], [-3.19, 0.10, 0.01], [-1.70, -1.73, -0.11], [-0.85, 0.24, -0.01], [-2.06, 0.82, 0.00], [1.65, 0.58, 0.02], [2.48, 1.26, 0.01], [-2.25, 1.88, 0.01], [1.89, -0.47, 0.05]], "mulliken_spin": [-0.01, 0.01, 0.01, 0.01, 0.16, 0.06, 0.00, 0.33, 0.72, 0.66, 0.02, 0.01, 0.03], "multiplicity": 3, "homo_energy_ev": [-5.23, -10.18], "s_squared": 2.01, "homo_lumo_gap_ev": [6.26, 8.00]}

***

[11]
{"formula": "C5H7F2N3O", "method": "ωB97M-V with the def2-TZVPD basis set", "elements": ["H", "F", "C", "H", "C", "H", "C", "N", "N", "C", "H", "F", "C", "N", "O", "H", "H", "H"], "coordinates": [[-0.15, 0.10, 2.79], [0.31, -2.01, 2.60], [0.68, 0.71, -0.84], [-1.37, 0.83, -0.12], [2.28, 2.08, -0.60], [3.59, 0.62, -1.54], [-0.50, -0.92, 2.40], [2.70, 1.02, -1.39], [1.66, 0.18, -1.52], [-0.64, 0.32, -0.68], [-2.87, -0.52, -0.32], [-1.71, -1.23, 2.81], [-2.32, -1.31, -0.59], [1.07, 1.90, -0.20], [-1.11, -0.79, -1.11], [-2.58, -1.92, -1.45], [3.08, 2.82, -0.49], [-2.12, -1.88, 0.25]], "nbo_charge": [0.13, -0.35, 0.17, 0.16, 0.18, 0.41, 0.54, -0.38, -0.28, 0.13, 0.17, -0.33, -0.23, -0.46, -0.46, 0.21, 0.20, 0.18], "homo_energy_ev": [-6.65, -9.11], "homo_lumo_gap_ev": [6.80, 9.66]}

***

[12]
{"formula": "C5H7F3N4O", "method": "ωB97M-V with the def2-TZVPD basis set", "elements": ["N", "H", "F", "H", "H", "O", "F", "H", "H", "F", "C", "H", "N", "C", "C", "N", "H", "C", "C", "N"], "coordinates": [[-0.60, 0.67, -0.67], [-3.06, -0.97, 0.70], [3.84, -0.65, 0.93], [-0.45, -1.42, -1.81], [-2.61, 0.73, 1.00], [-1.43, 2.74, -0.05], [2.18, -1.92, 0.42], [-1.60, -0.59, 1.65], [-1.91, -2.19, -1.13], [3.25, -0.91, -1.14], [-1.04, -1.57, -0.90], [-0.42, -2.08, -0.16], [-1.47, -0.28, -0.42], [-2.23, -0.28, 0.81], [-0.57, 1.90, -0.18], [1.85, 1.58, 0.19], [0.89, 3.32, 0.30], [1.81, 0.34, 0.23], [2.77, -0.75, 0.11], [0.79, 2.34, 0.10]], "nbo_charge": [-0.30, 0.22, -0.31, 0.24, 0.24, -0.60, -0.32, 0.20, 0.21, -0.31, -0.42, 0.21, -0.10, -0.45, 0.70, -0.18, 0.41, 0.11, 0.89, -0.43], "homo_energy_ev": [-8.59, -8.51], "homo_lumo_gap_ev": [8.06, 7.77]}

***

[13]
{"formula": "C5H7F4NO2S", "method": "ωB97M-V with the def2-TZVPD basis set", "elements": ["N", "F", "F", "H", "H", "H", "H", "C", "H", "F", "C", "C", "O", "S", "C", "F", "H", "H", "C", "O"], "coordinates": [[0.51, 0.30, 0.76], [-0.59, 2.51, -0.67], [-0.23, 1.80, 2.31], [1.45, -2.07, 0.35], [1.50, 1.54, -0.97], [0.41, -2.67, -1.18], [-1.94, -2.04, -0.34], [-1.38, 1.85, 0.25], [0.93, -0.13, 1.57], [-2.15, 2.79, 0.71], [1.75, -0.22, -1.26], [0.49, -1.99, -0.24], [2.54, -1.08, -1.46], [-1.05, -2.43, 0.60], [0.44, -0.51, -0.51], [-2.16, 0.99, -0.50], [-0.32, -0.27, -1.12], [-1.59, -0.43, 2.02], [-0.65, 1.04, 1.27], [2.03, 1.02, -1.60]], "nbo_charge": [-0.68, -0.34, -0.34, 0.26, 0.50, 0.26, 0.13, 0.89, 0.40, -0.28, 0.77, -0.54, -0.56, 0.01, -0.18, -0.34, 0.23, 0.05, 0.39, -0.65], "homo_energy_ev": -8.91, "homo_lumo_gap_ev": 8.50}

***

[14]
{"formula": "C5H7FN2", "method": "ωB97M-V with the def2-TZVPD basis set", "elements": ["C", "H", "F", "N", "H", "H", "C", "C", "H", "C", "H", "H", "C", "N", "H"], "coordinates": [[0.59, 0.95, 0.33], [-2.23, 0.38, 0.89], [-1.87, -0.96, -0.64], [1.70, 0.50, -0.48], [2.35, -1.44, -0.97], [-0.47, 0.92, -1.62], [-1.39, 0.03, 0.19], [-0.68, 1.14, -0.54], [-1.23, 2.07, -0.56], [1.65, -0.79, -0.50], [-0.13, -0.52, 1.95], [0.83, 1.83, 0.98], [-0.09, -0.35, 0.88], [0.65, -1.41, 0.21], [0.32, -2.34, -0.12]], "nbo_charge": [-0.08, 0.17, -0.36, -0.48, 0.19, 0.24, 0.20, -0.46, 0.22, 0.27, 0.20, 0.22, -0.09, -0.64, 0.42], "homo_energy_ev": -8.59, "homo_lumo_gap_ev": 9.58}

***

[15]
{"formula": "C5H7FN2", "method": "ωB97M-V with the def2-TZVPD basis set", "elements": ["C", "H", "N", "H", "H", "H", "C", "C", "H", "C", "C", "N", "F", "H", "H"], "coordinates": [[-2.64, 0.41, -0.10], [0.01, 1.19, 1.47], [-2.81, -1.70, 0.26], [1.45, 1.59, -0.70], [-0.11, 2.51, -0.53], [0.00, 1.09, -1.55], [0.16, 0.55, 0.57], [0.41, 1.53, -0.57], [0.93, -0.12, 0.83], [-1.49, -1.46, 0.57], [-1.14, -0.18, 0.41], [-3.45, -0.59, -0.23], [-2.78, 1.64, -0.52], [-0.65, -2.07, 0.71], [-3.47, -2.42, 0.44]], "nbo_charge": [0.54, 0.22, -0.39, 0.21, 0.22, 0.21, -0.44, -0.61, 0.22, -0.09, -0.12, -0.32, -0.30, 0.22, 0.42], "homo_energy_ev": -8.73, "homo_lumo_gap_ev": 9.70}

***

[16]
{"formula": "C5H7FN2O2", "method": "ωB97M-V with the def2-TZVPD basis set", "elements": ["H", "H", "C", "C", "H", "H", "N", "H", "C", "N", "F", "H", "C", "O", "C", "H", "O"], "coordinates": [[-1.60, 2.56, -0.19], [0.75, 2.48, -1.37], [0.86, 1.55, -0.84], [-0.20, 1.03, -0.12], [-0.34, -3.38, -0.47], [1.06, -2.67, 0.09], [1.81, -0.24, -0.03], [-1.41, 1.39, 1.29], [-1.52, 1.52, 0.15], [0.18, -2.62, -0.26], [2.46, 0.27, 1.18], [-2.27, 0.83, -0.13], [0.22, -0.27, 0.40], [1.94, 0.70, -0.92], [-0.52, -1.48, -0.08], [0.28, -0.25, 1.45], [-1.70, -1.43, -0.15]], "mulliken_spin": [-0.01, 0.01, 1.08, 0.42, 0.00, 0.00, 0.00, 0.07, 0.00, 0.00, 0.06, 0.04, 0.12, 0.09, 0.03, 0.07, 0.01], "multiplicity": 3, "homo_energy_ev": [-5.28, -10.42], "s_squared": 2.01, "homo_lumo_gap_ev": [6.13, 8.61]}

***

Number 1: energy -22845.80830 eV, maximum force 2.51 eV/A. Number 2: energy -22845.66933 eV, maximum force 3.59 eV/A. Number 3: energy -36793.34503 eV, maximum force 3.90 eV/A. Number 4: energy -19866.36596 eV, maximum force 4.82 eV/A. Number 5: energy -19861.92258 eV, maximum force 10.10 eV/A. Number 6: energy -19862.52047 eV, maximum force 3.84 eV/A. Number 7: energy -30700.60502 eV, maximum force 3.94 eV/A. Number 8: energy -30701.79146 eV, maximum force 4.82 eV/A. Number 9: energy -8011.87245 eV, maximum force 3.50 eV/A. Number 10: energy -8011.28991 eV, maximum force 8.31 eV/A. Number 11: energy -17246.14478 eV, maximum force 4.07 eV/A. Number 12: energy -21454.55505 eV, maximum force 2.32 eV/A. Number 13: energy -32585.22810 eV, maximum force 4.38 eV/A. Number 14: energy -10994.89950 eV, maximum force 1.72 eV/A. Number 15: energy -10993.96793 eV, maximum force 6.01 eV/A. Number 16: energy -15083.03459 eV, maximum force 5.52 eV/A.